Formula: C3H8O2S2
Source: OMol25
Level of theory: wB97M-V/def2-TZVPD

The geometry in ORCA input format:
```
! RIJCOSX wB97M-V def2-TZVPD def2/J DEFGRID3
* xyz 0 1
C -0.06 -1.00 0.10
C 0.80 -2.22 0.42
O 1.41 -2.82 -0.42
C -0.98 -0.68 1.28
S -2.25 0.53 0.88
S -0.98 2.21 1.00
H 0.57 -0.12 -0.07
H -0.59 -1.19 -0.83
H 0.77 -2.53 1.47
H -1.54 -1.54 1.64
H -0.36 -0.41 2.15
H -1.70 3.14 0.36
H 0.95 1.94 -2.35
H 2.28 2.14 -3.14
O 1.69 2.56 -2.48
*
```

Its energy above the lowest of the compared OMol25 structures with the same formula, charge and spin is 136.3 kJ/mol. For the HOMO-LUMO gap, the calculation gives 0.3239 Ha. The value obtained for the calculated total energy is -29005.4359 eV.

***

Formula: C2H4O2
Source: OMol25
Level of theory: wB97M-V/def2-TZVPD

The geometry in ORCA input format:
```
! RIJCOSX wB97M-V def2-TZVPD def2/J DEFGRID3
* xyz 0 1
C 0.53 0.36 -0.02
C -0.99 0.16 -0.06
H 0.56 -1.61 0.20
H 0.98 0.93 -0.88
H 0.74 0.88 0.97
H -1.58 1.08 -0.10
O 1.25 -0.89 -0.08
O -1.50 -0.92 -0.04
*
```

Its energy above the lowest of the compared OMol25 structures with the same formula, charge and spin is 141.3 kJ/mol. For the HOMO-LUMO gap, the calculation gives 0.4165 Ha. The value obtained for the calculated total energy is -6232.8429 eV.